1.
# C11H15NS

2 unconnected molecules or ions with the total composition C11H15NS (wB97M-V/def2-TZVPD, OMol25).

Summary:
* net charge: 0
* E: -881.027847 Ha
* spin multiplicity: 1
* orbital gap: 0.3121 Ha
* energy relative to the best compared isomer or geometry (same formula, charge and spin): 1.967 eV
* highest occupied orbital energy: -7.736 eV
* max |F|: 5.15 eV Å⁻¹
* SMILES: Cc1c[nH]c2ccccc12.CSC

Geometry as XYZ:
```
28
C11H15NS (wB97M-V/def2-TZVPD)
C -2.798 1.553 2.894
C -1.677 0.727 2.401
C -0.455 0.597 3.048
N 0.318 -0.312 2.277
C -0.521 -0.859 1.294
C -0.043 -1.811 0.361
C -0.916 -2.071 -0.745
C -2.073 -1.292 -0.795
C -2.521 -0.349 0.139
C -1.694 -0.086 1.205
H -2.659 2.458 3.571
H -3.486 0.901 3.441
H -3.463 1.999 2.088
H -0.313 1.146 3.959
H 1.240 -0.698 2.538
H 0.993 -2.219 0.523
H -0.745 -2.720 -1.494
H -2.821 -1.341 -1.576
H -3.436 0.100 0.012
C 3.543 0.360 -1.437
S 3.255 -0.458 -3.041
C 2.437 0.674 -4.218
H 4.428 0.920 -1.290
H 2.699 0.756 -0.887
H 3.790 -0.625 -0.788
H 1.383 0.833 -4.048
H 2.722 0.114 -5.122
H 2.814 1.701 -4.310
```

Atom charges from the Mulliken analysis, given in e for atoms 1 to 2: -1.28 0.66

***

2.
# C9H25N3

2 unconnected molecules or ions with the total composition C9H25N3 (wB97M-V/def2-TZVPD, OMol25).

Summary:
* net charge: +2
* E: -521.331194 Ha
* spin multiplicity: 1
* orbital gap: 0.3522 Ha
* energy relative to the best compared isomer or geometry (same formula, charge and spin): 1.847 eV
* highest occupied orbital energy: -17.138 eV
* max |F|: 4.97 eV Å⁻¹

Geometry as XYZ:
```
37
C9H25N3 (wB97M-V/def2-TZVPD)
C -1.758 -0.555 -1.597
C -0.613 -2.579 -1.029
C -0.990 -1.276 1.988
C -1.238 1.098 1.584
C 0.809 0.019 2.541
C 1.545 0.258 -1.984
C 2.009 1.444 -0.030
C 0.061 1.939 -1.377
C 0.229 -0.381 0.002
N -0.570 -1.051 -0.846
N -0.249 -0.099 1.492
N 0.893 0.862 -0.763
H -2.049 0.386 -1.335
H -1.715 -0.620 -2.706
H -2.655 -1.104 -1.332
H -0.192 -3.131 -0.251
H -1.598 -2.839 -1.262
H -0.067 -2.862 -1.899
H -2.049 -1.340 1.749
H -0.655 -2.291 1.489
H -1.155 -1.336 3.106
H -1.782 1.189 0.635
H -1.907 1.121 2.454
H -0.674 2.054 1.677
H 0.375 -0.220 3.538
H 1.733 -0.449 2.145
H 1.178 1.003 2.599
H 1.695 1.073 -2.733
H 2.594 -0.148 -1.839
H 0.985 -0.514 -2.449
H 2.436 0.659 0.659
H 2.741 1.983 -0.569
H 1.429 2.086 0.677
H -0.266 1.723 -2.345
H -0.821 2.302 -0.786
H 0.641 2.882 -1.410
H 1.649 -1.286 0.205
```

Atom charges from the Mulliken analysis, given in e for atoms 1 to 2: -1.35 -1.20

***

3.
# C54H48InN3P2Se4Si

A molecular structure, C54H48InN3P2Se4Si (wB97M-V/def2-TZVPD, OMol25).

Summary:
* net charge: 0
* E: -13019.032561 Ha
* spin multiplicity: 1
* orbital gap: 0.1880 Ha
* energy relative to the best compared isomer or geometry (same formula, charge and spin): 0.060 eV
* highest occupied orbital energy: -5.642 eV
* max |F|: 0.23 eV Å⁻¹

Geometry as XYZ:
```
113
C54H48InN3P2Se4Si (wB97M-V/def2-TZVPD)
In 0.318 0.417 1.726
C 3.649 0.349 0.913
C 3.542 0.548 2.396
C 4.687 0.750 3.154
C 4.564 0.998 4.506
C 3.308 0.991 5.087
C 2.211 0.733 4.286
N 2.335 0.543 2.967
C 0.838 0.644 4.846
C 0.606 0.575 6.220
C -0.689 0.499 6.671
C -1.734 0.523 5.755
C -1.435 0.549 4.406
N -0.166 0.543 3.976
C -2.498 0.562 3.365
C -3.825 0.826 3.667
C -4.755 0.786 2.641
C -4.340 0.484 1.359
C -2.990 0.255 1.119
C -2.475 -0.021 -0.257
N -2.102 0.306 2.116
H 4.268 -0.523 0.695
H 4.104 1.222 0.442
H 2.677 0.191 0.443
H 5.654 0.749 2.669
H 5.439 1.208 5.108
H 3.186 1.227 6.132
H 1.427 0.605 6.917
H -0.896 0.449 7.732
H -2.758 0.490 6.094
H -4.130 1.075 4.671
H -5.797 0.990 2.847
H -5.041 0.435 0.537
H -3.273 -0.378 -0.906
H -1.678 -0.765 -0.233
H -2.061 0.892 -0.694
Se -0.282 2.829 1.210
Se 1.552 4.275 1.204
Se 2.684 4.008 3.253
Se 1.122 3.946 4.934
C -3.796 -3.610 2.477
C -2.949 -3.168 3.485
C -1.654 -2.777 3.181
C -1.172 -2.822 1.870
C -2.035 -3.286 0.874
C -3.335 -3.673 1.171
Si 0.497 -2.128 1.368
C 1.947 -2.698 2.416
C 3.102 -3.132 1.761
C 4.256 -3.449 2.467
C 4.274 -3.343 3.849
C 3.131 -2.927 4.521
C 1.985 -2.607 3.810
H -4.810 -3.909 2.712
H -3.300 -3.123 4.509
H -1.019 -2.416 3.983
H -1.684 -3.343 -0.152
H -3.987 -4.027 0.382
H 0.771 -2.597 -0.004
H 3.098 -3.221 0.679
H 5.140 -3.782 1.937
H 5.172 -3.586 4.403
H 3.137 -2.844 5.601
H 1.115 -2.264 4.359
C -0.286 0.395 -4.110
P 0.502 0.256 -2.436
C 2.074 1.133 -2.748
C 2.388 2.191 -1.903
C 3.542 2.940 -2.103
C 4.389 2.632 -3.155
C 4.084 1.575 -4.008
C 2.934 0.832 -3.806
C 1.014 -1.506 -2.494
C 2.317 -1.929 -2.242
C 2.621 -3.282 -2.164
C 1.628 -4.236 -2.331
C 0.324 -3.827 -2.577
C 0.021 -2.477 -2.652
P -0.749 2.152 -4.456
C -1.672 1.971 -6.031
C -2.355 3.100 -6.490
C -3.061 3.070 -7.680
C -3.082 1.911 -8.447
C -2.397 0.790 -8.012
C -1.698 0.818 -6.809
C -2.162 2.329 -3.291
C -1.995 3.152 -2.181
C -3.031 3.338 -1.273
C -4.249 2.711 -1.478
C -4.426 1.881 -2.581
C -3.388 1.690 -3.478
H -1.170 -0.248 -4.135
H 0.417 0.055 -4.875
H 1.727 2.435 -1.079
H 3.764 3.759 -1.431
H 5.287 3.214 -3.317
H 4.745 1.335 -4.831
H 2.707 0.007 -4.472
H 3.104 -1.198 -2.104
H 3.642 -3.591 -1.974
H 1.867 -5.290 -2.268
H -0.460 -4.563 -2.705
H -1.007 -2.174 -2.820
H -2.338 4.010 -5.900
H -3.592 3.952 -8.014
H -3.628 1.887 -9.382
H -2.405 -0.116 -8.604
H -1.176 -0.073 -6.487
H -1.044 3.646 -2.017
H -2.877 3.969 -0.407
H -5.064 2.870 -0.782
H -5.379 1.393 -2.746
H -3.539 1.057 -4.347
```

Atom charges from the Mulliken analysis, given in e for atoms 1 to 2: 1.67 -0.91